# 1
{"formula": "C7H11IN3O", "method": "ωB97M-V/def2-TZVPD", "largest_force_ev_per_a": 3.55, "orbital_gap_ev": 8.38, "total_energy_ha": -810.21010, "lumo_ev": -4.27, "homo_energy_ev": -12.65, "charge": 1, "de_lowest_kcal_mol": 0.00, "elements": ["C", "C", "N", "I", "C", "O", "C", "C", "N", "C", "N", "C", "H", "H", "H", "H", "H", "H", "H", "H", "H", "H", "H"], "xyz": [[-2.368, 1.414, 0.781], [-1.582, 0.411, 0.388], [-2.069, -0.982, -0.100], [-3.521, -2.126, 0.962], [-1.515, -1.692, -1.149], [-1.953, -2.698, -1.621], [-0.180, -0.882, -1.686], [0.538, -0.281, -0.545], [1.867, -0.367, -0.597], [2.790, -0.316, 0.520], [-0.189, 0.517, 0.283], [0.442, 1.564, 1.038], [-3.428, 1.302, 0.708], [-1.987, 2.367, 0.963], [-0.797, -0.284, -2.392], [0.610, -1.597, -2.232], [2.201, -0.936, -1.372], [3.156, 0.703, 0.841], [3.776, -0.839, 0.238], [2.305, -0.994, 1.348], [0.705, 2.469, 0.382], [-0.192, 2.021, 1.790], [1.393, 1.227, 1.455]], "nbo_charge": [-0.397, 0.332, -0.647, 0.435, 0.698, -0.522, -0.580, 0.575, -0.518, -0.467, -0.390, -0.436, 0.253, 0.227, 0.303, 0.258, 0.432, 0.241, 0.258, 0.233, 0.226, 0.251, 0.234]}

# 2
{"formula": "C3H3NO2", "method": "ωB97M-V/def2-TZVPD", "largest_force_ev_per_a": 1.63, "orbital_gap_ev": 10.93, "total_energy_ha": -321.26996, "lumo_ev": -0.11, "homo_energy_ev": -11.03, "de_lowest_kcal_mol": 67.57, "elements": ["C", "O", "C", "O", "C", "N", "H", "H", "H"], "xyz": [[-1.683, 0.145, 0.185], [-1.181, 1.033, -0.455], [1.180, 0.748, -1.313], [1.662, 1.768, -1.428], [1.257, -1.033, 0.661], [2.384, -1.038, 0.901], [0.209, -1.044, 0.455], [-1.626, 0.125, 1.291], [-2.203, -0.704, -0.298]], "nbo_charge": [0.246, -0.482, 0.506, -0.498, 0.074, -0.302, 0.215, 0.120, 0.122]}

# 3
{"formula": "C4H10O2", "method": "ωB97M-V/def2-TZVPD", "largest_force_ev_per_a": 2.37, "orbital_gap_ev": 9.98, "total_energy_ha": -308.80514, "lumo_ev": 0.86, "homo_energy_ev": -9.12, "de_lowest_kcal_mol": 58.37, "elements": ["O", "C", "C", "C", "C", "O", "H", "H", "H", "H", "H", "H", "H", "H", "H", "H"], "xyz": [[-1.316, -0.724, -0.388], [-0.143, -1.290, -0.893], [0.941, -0.224, -1.099], [0.995, 0.618, 0.179], [-0.364, 1.120, 0.704], [-1.117, 0.056, 1.804], [-1.327, -0.686, 0.678], [0.248, -2.058, -0.208], [-0.375, -1.775, -1.849], [0.689, 0.405, -1.965], [1.922, -0.679, -1.321], [1.620, 1.512, 0.007], [1.475, 0.060, 0.987], [-0.974, 1.503, -0.134], [-0.236, 1.843, 1.478], [-2.038, 0.319, 2.020]], "nbo_charge": [-0.795, -0.059, -0.428, -0.448, -0.028, -0.797, 0.492, 0.149, 0.171, 0.197, 0.212, 0.229, 0.219, 0.218, 0.183, 0.486]}

# 4
{"formula": "C16H4Cl2F5NOS3SeTl", "method": "ωB97M-V/def2-TZVPD", "largest_force_ev_per_a": 1.13, "orbital_gap_ev": [5.54, 5.54], "total_energy_ha": -5930.12592, "lumo_ev": [0.77, 0.77], "homo_energy_ev": [-4.77, -4.77], "charge": -1, "de_lowest_kcal_mol": 6.31, "elements": ["Tl", "Cl", "C", "C", "C", "Cl", "C", "C", "C", "C", "N", "C", "C", "O", "H", "H", "H", "H", "S", "C", "S", "S", "F", "C", "C", "F", "C", "F", "C", "Se", "C", "F", "C", "F"], "xyz": [[1.589, 0.930, -1.359], [4.400, -3.604, -2.446], [2.751, -3.556, -1.886], [2.061, -4.763, -1.736], [0.771, -4.787, -1.287], [-0.052, -6.323, -1.116], [0.108, -3.581, -0.964], [-1.211, -3.502, -0.458], [-1.761, -2.289, -0.161], [-1.002, -1.125, -0.378], [0.221, -1.170, -0.849], [0.807, -2.361, -1.135], [2.185, -2.302, -1.612], [2.800, -1.197, -1.744], [2.563, -5.691, -1.978], [-1.767, -4.417, -0.303], [-2.762, -2.208, 0.243], [-1.396, -0.139, -0.138], [5.254, 1.825, 2.108], [3.810, 1.205, 1.376], [4.057, 2.719, 0.577], [2.816, -0.035, 1.413], [-4.140, 5.226, 1.467], [-3.039, 4.433, 1.591], [-2.969, 3.093, 1.013], [-3.484, 2.022, 1.614], [-2.415, 3.119, -0.321], [-2.770, 4.071, -1.198], [-1.351, 3.294, 0.664], [0.034, 2.115, 1.159], [-1.525, 4.703, 1.192], [-1.007, 5.764, 0.542], [-1.985, 4.675, 2.566], [-1.591, 3.856, 3.543]], "nbo_charge": [0.700, -0.024, -0.181, -0.204, -0.091, -0.045, -0.106, -0.133, -0.265, 0.058, -0.488, 0.078, 0.432, -0.794, 0.230, 0.222, 0.220, 0.226, 0.177, -0.541, 0.234, 0.188, -0.324, 0.173, 0.293, -0.293, 0.288, -0.326, -0.278, -0.308, 0.257, -0.310, 0.242, -0.305]}

# 5
{"formula": "C4H8N2", "method": "ωB97M-V/def2-TZVPD", "largest_force_ev_per_a": 6.33, "orbital_gap_ev": 10.21, "total_energy_ha": -266.60046, "lumo_ev": 0.98, "homo_energy_ev": -9.23, "de_lowest_kcal_mol": 76.27, "elements": ["C", "C", "N", "C", "C", "N", "H", "H", "H", "H", "H", "H", "H", "H"], "xyz": [[-3.143, 0.224, 0.095], [-1.992, 0.560, 0.217], [-0.428, 0.767, 0.368], [0.323, -0.238, -0.309], [1.798, 0.460, -0.210], [0.320, -1.533, 0.271], [-4.167, -0.064, 0.022], [-0.255, 1.705, 0.030], [0.064, -0.303, -1.370], [1.915, 1.065, -1.115], [1.994, 1.091, 0.661], [2.576, -0.307, -0.214], [1.237, -1.928, 0.439], [-0.242, -1.498, 1.117]], "nbo_charge": [-0.318, 0.132, -0.626, 0.131, -0.629, -0.851, 0.242, 0.391, 0.152, 0.204, 0.218, 0.205, 0.372, 0.376]}

# 6
{"formula": "C6H14NS", "method": "ωB97M-V/def2-TZVPD", "largest_force_ev_per_a": 5.66, "orbital_gap_ev": 5.63, "total_energy_ha": -689.86740, "lumo_ev": 3.39, "homo_energy_ev": -2.24, "charge": -1, "de_lowest_kcal_mol": 67.72, "elements": ["C", "C", "C", "N", "C", "C", "C", "S", "H", "H", "H", "H", "H", "H", "H", "H", "H", "H", "H", "H", "H", "H"], "xyz": [[-3.443, 0.873, -0.972], [-1.998, 0.662, -0.661], [-1.043, 1.565, -1.489], [0.225, 1.962, -0.648], [0.976, 0.635, -0.326], [1.370, 0.221, 0.997], [2.209, -1.019, 0.887], [1.104, -2.466, 1.135], [-3.991, 1.529, -0.401], [-3.761, 0.954, -2.002], [-4.038, -0.133, -0.714], [-1.730, -0.263, -0.848], [-1.820, 0.788, 0.494], [-1.647, 2.518, -1.582], [-0.875, 1.044, -2.357], [-0.268, 2.558, 0.083], [0.273, -0.259, -0.727], [1.829, 0.554, -1.051], [0.550, 0.132, 1.680], [2.041, 0.979, 1.519], [2.969, -1.092, -0.116], [2.797, -1.212, 1.767]], "nbo_charge": [-0.606, -0.418, -0.203, -0.658, -0.219, -0.462, -0.516, -0.739, 0.198, 0.197, 0.192, 0.207, 0.199, 0.166, 0.185, 0.348, 0.193, 0.186, 0.222, 0.165, 0.159, 0.205]}